This record from OMol25 describes 20 unconnected molecules or ions with the total composition C79H204N12O20. The level of theory is ωB97M-V with the def2-TZVPD basis set.

Atoms and positions in Å:
1 C 7.94 2.43 0.14
2 C 6.72 1.56 -0.20
3 O 7.07 0.27 -0.32
4 H 8.80 2.08 -0.44
5 H 8.18 2.33 1.20
6 H 7.75 3.49 -0.03
7 H 6.30 1.92 -1.14
8 H 6.06 1.67 0.67
9 H 7.36 0.00 0.55
10 C 0.43 5.95 -2.03
11 C 0.03 5.97 -3.47
12 O 0.23 4.60 -3.94
13 H 1.46 5.63 -1.86
14 H -0.12 5.23 -1.42
15 H 0.40 6.97 -1.65
16 H 0.73 6.68 -3.91
17 H -0.97 6.41 -3.50
18 H -0.40 4.04 -3.49
19 C 4.47 4.15 1.46
20 C 3.29 3.46 0.69
21 O 3.55 2.95 -0.60
22 H 5.12 3.36 1.80
23 H 4.09 4.62 2.37
24 H 5.00 4.94 0.93
25 H 2.47 4.18 0.68
26 H 2.85 2.64 1.25
27 H 2.70 2.72 -0.98
28 C 1.49 -3.49 -4.88
29 C 0.24 -4.11 -4.31
30 O -0.77 -4.27 -5.30
31 H 1.97 -3.94 -5.75
32 H 2.22 -3.57 -4.08
33 H 1.36 -2.42 -5.00
34 H -0.12 -3.59 -3.42
35 H 0.50 -5.14 -4.04
36 H -1.27 -3.45 -5.37
37 C 6.26 -1.63 -4.79
38 C 6.19 -0.68 -3.53
39 O 7.24 -1.09 -2.65
40 H 6.32 -2.66 -4.47
41 H 7.11 -1.41 -5.45
42 H 5.29 -1.48 -5.26
43 H 5.26 -0.72 -2.96
44 H 6.24 0.40 -3.66
45 H 7.18 -0.55 -1.86
46 C 3.06 0.94 -5.04
47 C 2.21 2.07 -5.48
48 O 1.11 2.17 -4.64
49 H 2.66 -0.07 -5.10
50 H 3.39 1.07 -4.01
51 H 3.93 0.88 -5.69
52 H 1.97 2.03 -6.54
53 H 2.73 3.01 -5.30
54 H 1.02 3.12 -4.51
55 C -2.55 0.97 -3.38
56 C -2.51 2.50 -3.26
57 O -1.38 2.77 -2.51
58 H -3.40 0.68 -4.01
59 H -2.93 0.53 -2.46
60 H -1.65 0.50 -3.79
61 H -3.31 3.09 -2.81
62 H -2.43 3.01 -4.22
63 H -1.43 2.40 -1.62
64 C -1.79 2.14 -7.18
65 C -0.88 0.96 -7.46
66 O -0.59 0.30 -6.22
67 H -1.38 3.05 -6.74
68 H -2.72 1.83 -6.70
69 H -2.08 2.50 -8.17
70 H -0.02 1.25 -8.06
71 H -1.40 0.29 -8.14
72 H -0.13 0.92 -5.63
73 C 0.00 3.23 6.24
74 C 0.99 2.52 5.23
75 C 2.26 3.37 5.21
76 C 3.51 2.81 4.53
77 C 3.79 1.41 5.16
78 C 2.50 0.49 5.17
79 N 1.29 1.14 5.70
80 O 0.19 0.39 6.06
81 C 2.31 -0.24 3.85
82 C 2.86 -0.59 6.19
83 C 0.31 2.57 3.83
84 H 0.38 3.42 7.24
85 H -0.85 2.56 6.21
86 H -0.37 4.17 5.83
87 H 2.15 4.33 4.69
88 H 2.49 3.74 6.21
89 H 4.34 3.49 4.70
90 H 3.26 2.67 3.48
91 H 4.11 1.49 6.19
92 H 4.66 0.93 4.70
93 H 2.24 0.42 2.98
94 H 3.21 -0.82 3.66
95 H 1.39 -0.81 3.94
96 H 2.15 -1.41 6.17
97 H 3.82 -1.08 5.99
98 H 2.82 -0.24 7.23
99 H 0.00 3.57 3.54
100 H -0.53 1.88 3.86
101 H 0.97 2.27 3.01
102 H 0.26 0.34 7.01
103 C -6.09 2.34 1.11
104 C -6.64 1.38 0.01
105 C -7.07 0.09 0.69
106 C -8.44 0.25 1.27
107 C -9.44 0.64 0.14
108 C -9.14 2.02 -0.46
109 N -7.67 2.06 -0.81
110 O -7.27 3.24 -1.43
111 C -9.94 2.21 -1.77
112 C -9.61 3.15 0.59
113 C -5.48 1.10 -0.95
114 H -5.79 3.30 0.68
115 H -5.19 2.01 1.64
116 H -6.86 2.68 1.80
117 H -7.05 -0.72 -0.04
118 H -6.43 -0.08 1.56
119 H -8.45 1.00 2.06
120 H -8.71 -0.70 1.73
121 H -10.40 0.75 0.64
122 H -9.46 -0.14 -0.62
123 H -9.50 1.59 -2.54
124 H -10.96 1.81 -1.74
125 H -10.01 3.25 -2.11
126 H -9.00 4.05 0.52
127 H -10.63 3.51 0.55
128 H -9.42 2.78 1.60
129 H -4.66 0.54 -0.50
130 H -5.02 2.03 -1.29
131 H -5.88 0.62 -1.85
132 H -7.34 3.01 -2.36
133 C -4.98 -5.81 0.59
134 C -4.63 -4.39 0.16
135 C -4.82 -3.54 1.39
136 C -4.12 -2.13 1.33
137 C -2.65 -2.35 1.02
138 C -2.42 -3.17 -0.30
139 N -3.24 -4.40 -0.38
140 O -3.02 -5.15 -1.46
141 C -2.77 -2.23 -1.45
142 C -0.90 -3.58 -0.32
143 C -5.60 -3.92 -0.89
144 H -4.14 -6.24 1.14
145 H -5.10 -6.45 -0.28
146 H -5.88 -5.91 1.21
147 H -5.89 -3.32 1.44
148 H -4.45 -4.08 2.26
149 H -4.30 -1.61 2.27
150 H -4.49 -1.51 0.52
151 H -2.13 -2.92 1.80
152 H -2.22 -1.35 1.03
153 H -2.33 -1.24 -1.34
154 H -2.56 -2.61 -2.45
155 H -3.83 -2.02 -1.61
156 H -0.61 -4.17 0.55
157 H -0.62 -4.14 -1.21
158 H -0.24 -2.71 -0.24
159 H -5.65 -2.83 -0.95
160 H -6.60 -4.32 -0.75
161 H -5.28 -4.21 -1.88
162 H -2.73 -6.00 -1.12
163 C -2.46 6.66 0.09
164 C -3.52 5.52 0.34
165 C -3.85 5.26 1.85
166 O -2.80 4.84 2.62
167 C -3.07 4.23 3.82
168 N -4.79 6.09 -0.25
169 H -2.39 6.85 -0.98
170 H -1.53 6.47 0.61
171 H -2.93 7.54 0.53
172 H -3.23 4.54 -0.05
173 H -4.66 4.54 1.97
174 H -4.12 6.15 2.42
175 H -3.70 4.82 4.48
176 H -2.19 3.90 4.36
177 H -3.62 3.34 3.49
178 H -4.75 6.02 -1.26
179 H -5.53 5.43 -0.06
180 C 0.40 -3.45 6.61
181 C -0.58 -2.91 5.56
182 C -0.94 -3.93 4.47
183 O 0.30 -4.34 3.82
184 C 0.19 -5.58 3.15
185 N -1.76 -2.32 6.16
186 H -0.02 -4.32 7.11
187 H 0.61 -2.64 7.31
188 H 1.35 -3.63 6.10
189 H -0.05 -2.08 5.10
190 H -1.66 -3.57 3.73
191 H -1.47 -4.78 4.91
192 H 1.01 -5.89 2.51
193 H -0.77 -5.59 2.63
194 H 0.03 -6.37 3.89
195 H -2.30 -1.97 5.38
196 H -1.39 -1.53 6.67
197 C 6.57 -1.39 4.09
198 C 7.23 -0.31 3.19
199 C 8.36 0.48 4.00
200 O 9.45 -0.38 4.18
201 C 10.40 0.15 5.10
202 N 7.77 -0.97 2.08
203 H 7.25 -2.06 4.62
204 H 5.92 -2.08 3.55
205 H 6.03 -0.87 4.88
206 H 6.44 0.36 2.83
207 H 7.96 0.77 4.97
208 H 8.70 1.27 3.32
209 H 10.84 1.05 4.66
210 H 11.24 -0.53 5.16
211 H 10.04 0.36 6.11
212 H 8.72 -1.23 2.30
213 H 7.23 -1.80 1.87
214 C 0.22 -9.20 -2.78
215 C -0.42 -8.43 -1.61
216 C 0.31 -7.19 -1.12
217 O 1.63 -7.49 -0.63
218 C 2.38 -6.39 -0.17
219 N -1.77 -8.15 -1.96
220 H 1.19 -9.63 -2.50
221 H 0.32 -8.55 -3.65
222 H -0.42 -10.00 -3.14
223 H -0.44 -9.14 -0.78
224 H -0.31 -6.87 -0.28
225 H 0.36 -6.36 -1.82
226 H 2.51 -5.73 -1.02
227 H 3.40 -6.65 0.15
228 H 1.87 -5.90 0.66
229 H -1.97 -7.51 -2.72
230 H -2.19 -8.98 -2.36
231 C 7.86 -3.86 -0.07
232 C 6.56 -4.17 -0.83
233 C 5.47 -3.10 -0.45
234 O 5.11 -3.27 0.87
235 C 3.90 -2.63 1.25
236 N 6.82 -4.06 -2.31
237 H 8.68 -4.55 -0.27
238 H 7.77 -3.83 1.02
239 H 8.35 -2.93 -0.39
240 H 6.25 -5.21 -0.69
241 H 4.61 -3.26 -1.10
242 H 5.84 -2.08 -0.58
243 H 3.87 -1.55 1.08
244 H 3.86 -2.78 2.33
245 H 3.01 -3.11 0.85
246 H 7.75 -4.42 -2.47
247 H 7.01 -3.11 -2.60
248 C -3.36 0.68 5.65
249 C -4.72 0.14 5.91
250 C -5.79 0.93 5.07
251 O -5.83 2.28 5.61
252 C -6.64 3.12 4.72
253 N -4.59 -1.24 5.60
254 H -3.34 1.72 5.97
255 H -3.01 0.60 4.62
256 H -2.56 0.36 6.31
257 H -4.95 0.21 6.97
258 H -6.80 0.58 5.26
259 H -5.50 0.85 4.02
260 H -7.48 2.53 4.37
261 H -6.05 3.40 3.85
262 H -7.02 4.01 5.22
263 H -4.22 -1.64 6.45
264 H -5.53 -1.60 5.53
265 C 2.08 -0.30 -0.85
266 C 0.80 0.47 -1.11
267 C -0.06 0.71 0.19
268 O -1.30 1.38 -0.15
269 C -2.11 1.64 0.93
270 N 1.13 1.71 -1.78
271 H 2.56 -0.60 -1.78
272 H 1.76 -1.15 -0.25
273 H 2.84 0.15 -0.20
274 H 0.14 -0.01 -1.82
275 H 0.53 1.31 0.89
276 H -0.35 -0.23 0.66
277 H -1.65 2.49 1.44
278 H -2.22 0.83 1.66
279 H -3.11 2.04 0.74
280 H 0.25 2.13 -2.07
281 H 1.69 1.60 -2.62
282 C 5.42 6.28 -4.30
283 C 5.38 5.18 -3.17
284 C 6.85 4.82 -2.79
285 O 7.54 4.17 -3.84
286 C 8.90 3.87 -3.49
287 N 4.64 5.71 -2.04
288 H 5.91 7.16 -3.91
289 H 4.45 6.58 -4.67
290 H 6.05 6.01 -5.15
291 H 4.93 4.26 -3.53
292 H 6.85 4.21 -1.88
293 H 7.47 5.65 -2.48
294 H 9.49 4.76 -3.30
295 H 9.42 3.28 -4.25
296 H 8.91 3.21 -2.63
297 H 3.71 6.01 -2.30
298 H 4.36 4.91 -1.49
299 C -3.42 -2.54 -7.24
300 C -3.47 -1.67 -5.93
301 C -4.53 -2.28 -5.02
302 O -5.83 -2.15 -5.51
303 C -6.81 -2.65 -4.62
304 N -2.16 -1.75 -5.33
305 H -2.59 -2.38 -7.93
306 H -4.38 -2.52 -7.77
307 H -3.33 -3.60 -7.02
308 H -3.56 -0.63 -6.26
309 H -4.48 -1.88 -4.01
310 H -4.36 -3.36 -4.93
311 H -7.73 -2.65 -5.21
312 H -6.80 -1.93 -3.81
313 H -6.72 -3.65 -4.18
314 H -2.15 -1.21 -4.48
315 H -1.48 -1.18 -5.82

multiplicity: 1
total charge: 0


This record from OMol25 describes a molecular structure, C7Cl4MoNO2SeTe4. The level of theory is ωB97M-V with the def2-TZVPD basis set.

Atoms and positions in Å:
1 Mo 0.98 -1.81 -0.08
2 Te 3.09 -1.40 -1.89
3 Te 3.79 -1.46 0.68
4 Te 2.78 0.42 2.39
5 Te 0.62 -1.23 2.64
6 Cl -1.51 4.52 -0.26
7 C -1.36 2.82 -0.29
8 C -2.51 2.01 -0.45
9 Cl -4.04 2.75 -0.60
10 C -2.42 0.62 -0.49
11 Cl -3.80 -0.37 -0.64
12 C -1.16 0.05 -0.38
13 O -0.85 -1.22 -0.43
14 C -0.01 0.86 -0.24
15 O 1.07 0.13 -0.17
16 C -0.11 2.25 -0.17
17 Cl 1.31 3.19 0.03
18 Se -0.07 -3.99 -0.54
19 C 1.57 -4.09 0.19
20 N 2.62 -4.02 0.69

multiplicity: 1
total charge: +1


This record from OMol25 describes a molecular structure, C7CuF21O21S7. The level of theory is ωB97M-V with the def2-TZVPD basis set.

Atoms and positions in Å:
1 Cu -0.08 0.20 -0.09
2 C 2.98 -0.85 -4.05
3 F 3.48 0.29 -4.45
4 F 1.87 -1.14 -4.64
5 F 3.85 -1.82 -4.35
6 S 2.78 -0.92 -2.05
7 O 1.50 -0.30 -1.67
8 O 2.76 -2.34 -1.66
9 O 3.89 -0.17 -1.48
10 C -3.11 0.37 3.65
11 F -2.92 -0.81 4.24
12 F -3.84 0.18 2.55
13 F -3.77 1.09 4.50
14 S -1.45 1.22 3.11
15 O -0.55 1.06 4.27
16 O -0.95 0.58 1.90
17 O -1.67 2.65 2.73
18 C -1.00 -4.38 1.63
19 F -2.11 -3.81 2.06
20 F -0.06 -4.45 2.59
21 F -1.17 -5.64 1.24
22 S -0.31 -3.41 0.11
23 O -1.09 -3.86 -1.05
24 O -0.45 -2.00 0.38
25 O 1.10 -3.79 -0.05
26 C -3.39 3.08 -2.15
27 F -2.44 3.10 -3.10
28 F -3.92 4.32 -2.04
29 F -4.33 2.19 -2.47
30 S -2.62 2.65 -0.44
31 O -2.04 3.87 0.17
32 O -3.66 2.07 0.42
33 O -1.57 1.67 -0.73
34 C 2.94 3.17 1.97
35 F 2.46 2.59 3.09
36 F 3.52 4.33 2.34
37 F 3.81 2.42 1.40
38 S 1.47 3.48 0.75
39 O 1.06 2.17 0.19
40 O 0.37 4.08 1.53
41 O 1.93 4.39 -0.28
42 C 2.41 -1.40 3.60
43 F 1.56 -2.44 3.67
44 F 1.85 -0.27 3.98
45 F 3.57 -1.59 4.28
46 S 2.80 -1.14 1.72
47 O 3.07 -2.42 1.05
48 O 1.65 -0.47 1.05
49 O 4.01 -0.30 1.71
50 C -2.02 -0.29 -4.63
51 F -2.95 0.51 -4.26
52 F -2.53 -1.03 -5.58
53 F -0.99 0.42 -5.12
54 S -1.53 -1.51 -3.15
55 O -1.16 -0.75 -1.91
56 O -2.62 -2.52 -2.94
57 O -0.41 -2.34 -3.54

multiplicity: 2
total charge: -5
ΔE to the lowest compared entry with this formula, charge and spin: 105.50 kcal/mol


This record from OMol25 describes a molecular structure, C7F27HfN3O15PS7. The level of theory is ωB97M-V with the def2-TZVPD basis set.

Atoms and positions in Å:
1 Hf -6.72 2.68 -6.21
2 C -9.60 1.99 -2.53
3 F -9.65 3.30 -2.56
4 F -8.97 1.41 -1.43
5 F -10.82 1.49 -2.58
6 S -8.57 1.43 -4.13
7 O -7.17 1.78 -3.99
8 O -8.78 0.00 -4.26
9 O -8.88 2.19 -5.35
10 P -8.49 5.83 -4.45
11 F -9.90 4.92 -4.65
12 F -9.42 7.24 -4.28
13 F -8.71 5.73 -2.84
14 F -7.20 6.73 -4.14
15 F -7.55 4.48 -4.50
16 F -8.43 6.10 -6.12
17 C -4.91 6.85 -6.93
18 F -4.45 6.56 -5.71
19 F -6.15 7.43 -6.74
20 F -4.08 7.63 -7.52
21 S -5.06 5.21 -8.09
22 O -4.71 5.53 -9.44
23 O -4.21 4.29 -7.34
24 N -6.63 4.40 -7.68
25 S -7.36 5.09 -8.91
26 O -7.31 6.57 -8.91
27 O -7.04 4.30 -10.15
28 C -9.15 4.57 -8.73
29 F -9.91 5.72 -8.83
30 F -9.42 3.77 -9.68
31 F -9.29 3.93 -7.57
32 C -6.48 1.40 -10.51
33 F -6.35 0.38 -11.29
34 F -5.69 2.43 -10.87
35 F -7.76 1.73 -10.38
36 S -5.94 0.79 -8.70
37 O -5.37 -0.54 -8.73
38 O -5.12 1.86 -8.16
39 N -7.35 1.05 -7.67
40 S -8.21 -0.28 -8.20
41 O -8.12 -0.73 -9.60
42 O -7.99 -1.33 -7.22
43 C -10.11 0.29 -8.14
44 F -10.72 -0.33 -9.09
45 F -10.71 -0.16 -7.03
46 F -10.15 1.65 -8.26
47 C -4.39 2.59 -2.48
48 F -4.41 1.29 -2.18
49 F -5.59 3.06 -2.13
50 F -3.51 3.25 -1.76
51 S -4.05 2.90 -4.41
52 O -5.05 3.91 -4.84
53 O -2.68 3.31 -4.74
54 N -4.83 1.66 -5.39
55 S -3.69 0.45 -5.25
56 O -3.37 0.00 -6.59
57 O -2.58 0.52 -4.29
58 C -4.81 -1.00 -4.47
59 F -5.80 -1.17 -5.35
60 F -4.23 -2.18 -4.42
61 F -5.43 -0.60 -3.36

multiplicity: 1
total charge: -1
ΔE to the lowest compared entry with this formula, charge and spin: 155.36 kcal/mol


This record from OMol25 describes a single C7H10 molecule. The level of theory is ωB97M-V with the def2-TZVPD basis set.

Atoms and positions in Å:
1 C -2.56 -0.01 1.38
2 C -1.84 0.66 0.67
3 C -0.77 1.33 -0.08
4 C 0.52 0.72 0.47
5 C 1.81 0.44 -0.24
6 C 0.90 -0.69 0.14
7 C 0.21 -1.44 -0.98
8 H -3.17 -0.61 2.01
9 H -0.89 1.16 -1.15
10 H -0.80 2.41 0.08
11 H 0.65 0.99 1.52
12 H 2.72 0.59 0.34
13 H 1.92 0.63 -1.30
14 H 1.17 -1.31 0.99
15 H 0.90 -2.15 -1.44
16 H -0.68 -1.98 -0.64
17 H -0.10 -0.75 -1.78

multiplicity: 1
total charge: 0
ΔE to the lowest compared entry with this formula, charge and spin: 60.21 kcal/mol


This record from OMol25 describes 2 unconnected molecules or ions with the total composition C7H10. The level of theory is ωB97M-V with the def2-TZVPD basis set.

Atoms and positions in Å:
1 C 0.63 -1.11 -1.25
2 C -0.38 -2.98 -0.39
3 C 0.32 -0.05 -0.49
4 C 0.01 1.40 -0.85
5 C 0.30 1.75 0.61
6 C -0.68 1.05 1.48
7 C 0.49 0.26 0.95
8 H 0.52 -1.08 -2.33
9 H 1.10 -2.02 -0.84
10 H -1.28 -2.64 -0.96
11 H -0.52 -2.48 0.59
12 H 0.72 1.80 -1.57
13 H -1.01 1.62 -1.19
14 H 0.91 2.58 0.95
15 H -1.69 0.86 1.12
16 H -0.62 1.27 2.54
17 H 1.20 -0.21 1.62

multiplicity: 1
total charge: 0
ΔE to the lowest compared entry with this formula, charge and spin: 153.14 kcal/mol


Record-wise E_tot values, in eV: -144049.122, -159301.177, -227796.502, -202258.043, -7418.424, -7414.394
Record-wise maximum force values, in Eh/bohr: 0.1040, 0.0289, 0.1191, 0.1194, 0.0098, 0.0072